The molecule C23H34N4O, computed with ωB97M-V with the def2-TZVPD basis set.

**HOMO-LUMO gap**: 8.22 eV
**SMILES**: Cc1cccc(-c2ncc(CN3CCN(CCC(C)C)[C@@H](CCO)C3)cn2)c1
**Highest occupied orbital energy**: -7.9461 eV
**F_max**: 0.71 eV/Å
**Net charge**: 0
**E_LUMO**: 0.3 eV

Last column: Mulliken charge in e.
Positions of all 62 atoms, in Å:
C -5.906023 0.344709 -1.376363  -1.65
C -4.953124 0.462157 -0.225602  1.03
C -5.264008 -0.117294 1.001112  -0.53
C -4.388848 -0.026488 2.069682  -0.76
C -3.186951 0.640618 1.930745  -0.61
C -2.859104 1.224303 0.709182  0.61
C -1.576528 1.904084 0.538895  -0.19
N -1.282616 2.394259 -0.665745  -0.40
C -0.081773 2.908452 -0.839529  -0.49
C 0.880549 2.946410 0.167736  1.24
C 2.309023 3.353010 -0.078634  -1.74
N 3.224749 2.290799 -0.451292  0.32
C 3.079424 1.697706 -1.760254  -1.33
C 2.063482 0.553581 -1.807472  -0.13
N 2.387554 -0.473695 -0.830387  0.36
C 1.504668 -1.625281 -0.950953  -1.57
C 0.047299 -1.426414 -0.499891  0.44
C -0.855253 -2.612052 -0.853937  0.55
C -0.506005 -3.851992 -0.033950  -1.67
C -2.318425 -2.233732 -0.627404  -1.49
C 2.499035 0.072877 0.519865  1.69
C 2.991052 -0.986482 1.518069  -1.11
C 4.293087 -1.675758 1.093634  -0.89
O 5.457220 -0.949333 1.414167  -0.53
C 3.489714 1.255455 0.520230  -1.36
C 0.426812 2.508171 1.410540  -0.28
N -0.770784 1.992017 1.597345  -0.45
C -3.748297 1.131134 -0.359891  -0.44
H -5.979396 -0.694125 -1.697656  0.31
H -6.901933 0.673117 -1.083447  0.41
H -5.573080 0.944251 -2.219370  0.38
H -6.201164 -0.643416 1.116114  0.43
H -4.646961 -0.481551 3.015042  0.39
H -2.491364 0.719161 2.751120  0.49
H 0.123836 3.303553 -1.828897  0.44
H 2.712190 3.811890 0.830894  0.44
H 2.340629 4.096599 -0.881610  0.48
H 2.802463 2.468800 -2.482271  0.47
H 4.062074 1.298491 -2.034475  0.35
H 2.097981 0.091128 -2.798125  0.57
H 1.049782 0.958412 -1.661311  -0.07
H 1.508359 -1.908642 -2.008065  0.30
H 1.954691 -2.447506 -0.392431  0.29
H 0.006381 -1.263290 0.579584  0.19
H -0.358025 -0.533621 -0.981957  0.02
H -0.718257 -2.846435 -1.916162  0.42
H -1.184455 -4.666875 -0.276824  0.47
H -0.596820 -3.638283 1.029219  0.33
H 0.508470 -4.185393 -0.236307  0.40
H -2.595035 -1.376347 -1.236470  0.36
H -2.972941 -3.063755 -0.884351  0.52
H -2.487789 -1.972359 0.415205  0.22
H 1.517451 0.432060 0.877007  -0.96
H 2.219076 -1.743849 1.655364  0.34
H 3.139853 -0.498705 2.486064  0.68
H 4.309810 -1.787002 0.008197  0.39
H 4.342074 -2.673792 1.554462  0.35
H 5.478456 -0.799120 2.365917  0.35
H 3.512297 1.703317 1.516269  0.39
H 4.484550 0.860230 0.294784  0.36
H 1.056422 2.569897 2.291817  0.43
H -3.475574 1.591938 -1.297203  0.44

Forces on the atoms, in the same order (eV/Å):
0.0 0.0 0.0
0.0 0.0 0.1
0.1 0.0 0.0
-0.1 -0.1 0.0
0.1 0.1 -0.1
-0.6 -0.3 0.1
0.6 0.3 -0.1
-0.4 -0.1 -0.1
0.4 0.2 0.4
-0.4 0.0 0.1
0.1 0.0 0.0
0.0 0.2 0.0
-0.1 -0.2 -0.1
0.1 0.2 -0.1
0.2 0.2 0.0
-0.2 0.0 0.1
0.2 -0.2 -0.3
-0.1 0.1 0.3
0.0 0.1 -0.3
0.2 -0.1 -0.2
0.0 0.1 0.3
0.1 0.0 -0.4
-0.4 -0.4 0.1
0.4 0.3 0.2
-0.1 -0.1 -0.1
0.2 0.3 -0.4
-0.3 -0.2 0.2
0.0 0.0 0.2
0.0 0.0 -0.1
-0.1 0.0 -0.1
0.0 0.0 -0.1
-0.1 -0.1 0.0
0.0 0.0 0.1
0.0 0.0 0.1
0.1 0.0 -0.1
-0.1 0.1 -0.1
0.0 0.0 0.1
0.0 0.0 0.0
-0.1 0.0 -0.1
0.0 0.0 0.0
0.1 -0.1 -0.1
0.0 -0.1 0.0
0.0 -0.1 -0.1
-0.1 0.1 0.1
0.0 0.1 0.0
0.0 0.0 0.0
0.0 -0.1 0.0
0.0 0.0 0.2
0.1 -0.1 0.0
-0.1 0.1 0.0
-0.1 -0.1 0.0
-0.1 0.1 0.2
0.2 -0.1 -0.1
0.0 0.0 0.1
0.0 -0.1 0.1
0.0 -0.1 0.1
0.0 0.1 -0.1
0.0 0.0 -0.1
0.1 0.0 0.1
-0.1 0.0 0.2
0.2 0.0 0.0
0.0 0.0 -0.1